(1)
DFT (ωB97M-V with the def2-TZVPD basis set) results for a structure of composition C41H51Cl3CoN5O2Sb in a non-equilibrium geometry.

The orbital gap is 5.89 eV. As for the net charge: +1. The value obtained for the LUMO energy is -4.0 eV. The value obtained for the total energy is -136616.461 eV. Its energy above the lowest of the compared OMol25 structures with the same formula, charge and spin is 0.0 kJ/mol.

Element x y z (Å)
Co 0.198 -0.039 0.157
C -1.302 -1.384 5.312
C -2.112 -0.339 4.896
C -2.163 0.020 3.555
C -1.388 -0.657 2.618
C -0.583 -1.719 3.038
C -0.547 -2.079 4.378
N -1.373 -0.284 1.245
C -2.497 -0.173 0.520
C -3.818 -0.464 0.957
C -4.868 -0.302 0.093
C -4.699 0.129 -1.246
C -3.445 0.365 -1.720
C -2.357 0.212 -0.839
N -1.043 0.324 -1.212
N -0.674 0.626 -2.377
C 0.726 0.475 -2.493
C 1.320 0.576 -3.735
C 2.680 0.320 -3.830
C 3.387 -0.029 -2.688
C 2.717 -0.088 -1.479
N 1.418 0.181 -1.376
H -1.266 -1.661 6.358
H -2.711 0.203 5.616
H -2.785 0.847 3.241
H -0.026 -2.274 2.294
H 0.066 -2.915 4.690
H -3.985 -0.838 1.956
H -5.866 -0.536 0.440
H -5.557 0.235 -1.893
H -3.265 0.633 -2.752
H 0.709 0.813 -4.594
H 3.178 0.375 -4.788
H 4.441 -0.257 -2.725
H 3.228 -0.361 -0.565
C 0.098 -8.247 0.243
C 0.064 -6.785 -0.108
C 1.101 -6.195 -0.819
C 1.085 -4.844 -1.140
C 2.206 -4.225 -1.933
C 0.006 -4.069 -0.720
C -1.056 -4.636 -0.013
C -2.235 -3.796 0.406
C -1.011 -5.991 0.278
C -0.009 -2.605 -1.040
O -0.254 -2.172 -2.146
O 0.318 -1.870 0.007
H 0.871 -8.770 -0.319
H -0.859 -8.724 0.031
H 0.305 -8.388 1.306
H 1.939 -6.803 -1.140
H 2.992 -4.952 -2.131
H 2.651 -3.383 -1.395
H 1.839 -3.841 -2.886
H -2.604 -3.195 -0.429
H -1.966 -3.109 1.209
H -3.052 -4.425 0.756
H -1.839 -6.442 0.816
C -1.937 3.826 -1.760
C -0.535 4.278 -1.341
C 0.450 3.957 -2.464
C -0.542 5.781 -1.090
Sb 0.042 3.037 0.382
C 2.089 3.687 0.888
C 2.400 3.341 2.342
C 3.012 2.855 -0.004
C 2.351 5.171 0.661
C -1.243 3.609 2.060
C -2.637 3.072 1.727
C -0.725 2.887 3.306
C -1.312 5.108 2.327
H -2.193 4.301 -2.713
H -2.696 4.125 -1.040
H -2.002 2.747 -1.905
H 0.145 4.493 -3.369
H 0.468 2.898 -2.704
H 1.466 4.278 -2.227
H -0.868 6.277 -2.010
H 0.439 6.177 -0.840
H -1.238 6.071 -0.306
H 2.054 2.346 2.625
H 1.963 4.061 3.033
H 3.485 3.370 2.491
H 2.946 1.799 0.253
H 4.049 3.171 0.155
H 2.795 2.957 -1.068
H 1.648 5.809 1.198
H 2.319 5.434 -0.396
H 3.357 5.415 1.020
H -2.620 2.013 1.477
H -3.101 3.604 0.898
H -3.289 3.199 2.598
H -0.510 1.832 3.123
H -1.495 2.931 4.083
H 0.167 3.355 3.712
H -1.879 5.634 1.561
H -0.325 5.569 2.403
H -1.825 5.277 3.279
Cl 2.208 0.547 5.005
C 3.033 -0.317 3.712
Cl 4.581 0.434 3.318
Cl 3.229 -2.021 4.098
C 2.180 -0.225 2.510
N 1.506 -0.130 1.596

---

(2)
DFT (ωB97M-V with the def2-TZVPD basis set) results for a structure of composition C41H51ClIrN4P2 in a non-equilibrium geometry.

The orbital gap (spin up / spin down) is 6.19 / 6.19 eV. As for the net charge: +1. The value obtained for the LUMO energy (spin up / spin down) is -3.6 / -3.6 eV. The value obtained for the total energy is -83239.234 eV.

Element x y z (Å)
Ir 0.398 0.524 -0.212
C 2.850 3.233 2.033
C 2.180 1.970 2.566
C 2.338 1.840 4.077
P 0.441 1.785 1.868
C -0.386 3.461 1.955
C -1.808 3.247 1.450
C -0.382 4.242 3.265
C -0.382 0.681 3.072
C -0.654 1.053 4.379
C -1.157 0.142 5.293
C -1.347 -1.180 4.919
C -1.076 -1.586 3.632
C -0.623 -0.663 2.664
N -0.296 -1.029 1.413
C -0.383 -2.265 0.838
C -1.455 -3.164 0.876
C -1.404 -4.319 0.116
C -0.332 -4.576 -0.727
C 0.749 -3.706 -0.768
C 0.752 -2.590 0.047
P 2.087 -1.409 0.413
C 2.519 -2.000 2.165
C 2.492 -3.519 2.341
C 3.834 -1.447 2.708
C 3.489 -1.789 -0.757
C 4.401 -0.564 -0.751
C 4.292 -3.065 -0.536
H 3.876 3.282 2.393
H 2.882 3.220 0.946
H 2.337 4.133 2.355
H 2.690 1.113 2.104
H 1.880 2.669 4.608
H 1.904 0.912 4.439
H 3.398 1.832 4.320
H 0.170 4.040 1.204
H -2.386 2.691 2.186
H -2.308 4.196 1.278
H -1.805 2.684 0.517
H -1.111 3.838 3.958
H 0.593 4.254 3.743
H -0.662 5.272 3.061
H -0.455 2.059 4.709
H -1.358 0.456 6.304
H -1.691 -1.902 5.641
H -1.166 -2.628 3.363
H -2.334 -2.952 1.466
H -2.223 -5.020 0.169
H -0.334 -5.461 -1.343
H 1.576 -3.906 -1.431
H 1.712 -1.575 2.773
H 3.383 -3.977 1.923
H 2.459 -3.751 3.406
H 1.620 -3.967 1.872
H 4.692 -1.921 2.239
H 3.917 -0.374 2.567
H 3.887 -1.650 3.778
H 2.985 -1.839 -1.731
H 4.900 -0.463 0.211
H 5.163 -0.650 -1.523
H 3.821 0.342 -0.926
H 4.894 -2.994 0.365
H 3.655 -3.945 -0.466
H 4.974 -3.207 -1.375
C -2.906 -0.398 -0.349
N -1.647 -0.236 -1.031
C -1.469 -0.836 -2.163
C -0.253 -0.766 -2.856
C 0.055 -1.239 -4.149
C 1.362 -0.878 -4.388
C 1.805 -0.212 -3.230
N 0.850 -0.146 -2.310
C -3.725 0.872 -0.262
C -3.899 1.682 -1.377
C -4.662 2.834 -1.300
C -5.287 3.174 -0.112
C -5.144 2.356 0.995
C -4.352 1.223 0.928
H -2.705 -0.732 0.672
H -3.508 -1.175 -0.853
H -2.274 -1.411 -2.629
H -0.614 -1.766 -4.802
H 1.945 -1.055 -5.272
H 2.775 0.226 -3.083
H -3.437 1.406 -2.311
H -4.784 3.461 -2.170
H -5.877 4.073 -0.046
H -5.650 2.600 1.916
H -4.222 0.608 1.809
Cl 2.126 6.112 -2.004
C 0.981 4.844 -2.208
C -0.057 4.962 -3.123
C -0.939 3.901 -3.240
C -0.752 2.779 -2.447
N 0.236 2.672 -1.569
C 1.089 3.679 -1.457
H -0.158 5.854 -3.723
H -1.758 3.945 -3.941
H -1.413 1.931 -2.504
H 1.893 3.558 -0.747

---

(3)
DFT (ωB97M-V with the def2-TZVPD basis set) results for a cluster of 5 separate species, C41H51FN6OP2 in total in a non-equilibrium geometry.

The SMILES is C=Cc1c(CCO)c([C@@H](F)CC)cc2nc(P(C)CC)c(P(C)CC)nc12.c1ccncc1.c1ccncc1.c1ccncc1.c1ccncc1. The orbital gap is 7.41 eV. As for the net charge: 0. The value obtained for the LUMO energy is -0.4 eV. The value obtained for the total energy is -75624.682 eV.

Element x y z (Å)
C -2.536 1.035 -0.265
C -2.075 0.636 -1.449
C -0.635 0.897 -1.810
C -0.357 2.056 -2.491
C -1.483 2.999 -2.873
C -2.457 2.401 -3.949
O -3.811 2.635 -3.571
C 0.997 2.332 -2.856
C 1.435 3.563 -3.644
F 2.401 4.254 -2.929
C 1.969 3.095 -5.035
C 3.420 3.556 -5.338
C 1.970 1.465 -2.500
C 1.721 0.271 -1.809
N 2.791 -0.532 -1.523
C 2.418 -1.632 -0.912
P 3.772 -2.856 -0.515
C 4.960 -2.746 -1.922
C 4.676 -2.113 0.933
C 3.842 -1.160 1.810
C 1.056 -1.977 -0.561
P 0.528 -3.580 0.261
C 0.970 -4.908 -0.975
C 1.475 -3.866 1.816
C 0.924 -5.195 2.438
N 0.062 -1.164 -0.822
C 0.400 -0.004 -1.467
H -3.589 1.313 -0.196
H -1.854 1.129 0.579
H -2.728 0.157 -2.182
H -2.089 3.172 -1.977
H -1.143 3.979 -3.210
H -2.228 2.854 -4.914
H -2.326 1.312 -3.955
H -3.923 2.216 -2.708
H 0.576 4.205 -3.842
H 1.924 2.011 -5.154
H 1.337 3.519 -5.825
H 3.420 4.500 -5.889
H 4.080 3.569 -4.469
H 3.848 2.818 -6.032
H 3.001 1.696 -2.770
H 5.978 -2.777 -1.510
H 4.853 -3.546 -2.657
H 4.881 -1.781 -2.444
H 5.149 -2.869 1.567
H 5.499 -1.510 0.513
H 2.880 -1.567 2.135
H 3.641 -0.192 1.336
H 4.435 -0.935 2.707
H 1.904 -5.417 -0.725
H 0.981 -4.424 -1.957
H 0.149 -5.633 -1.002
H 2.550 -4.024 1.691
H 1.260 -3.086 2.555
H 1.538 -5.997 2.004
H 1.114 -5.239 3.513
H -0.116 -5.399 2.167
N -7.828 2.656 -2.626
C -6.944 3.395 -3.299
C -6.921 4.781 -3.273
C -7.871 5.439 -2.509
C -8.799 4.690 -1.804
C -8.733 3.309 -1.896
H -6.222 2.838 -3.884
H -6.178 5.328 -3.837
H -7.887 6.521 -2.464
H -9.558 5.166 -1.197
H -9.437 2.682 -1.358
N 3.487 -4.972 5.083
C 2.988 -4.746 6.298
C 3.567 -3.891 7.224
C 4.733 -3.234 6.869
C 5.269 -3.455 5.611
C 4.608 -4.328 4.761
H 2.075 -5.284 6.534
H 3.115 -3.745 8.195
H 5.218 -2.558 7.563
H 6.179 -2.962 5.295
H 4.990 -4.530 3.765
N 0.430 2.568 1.886
C 1.289 3.159 1.054
C 1.631 4.501 1.123
C 1.045 5.276 2.111
C 0.149 4.682 2.984
C -0.122 3.331 2.829
H 1.721 2.514 0.294
H 2.336 4.925 0.421
H 1.284 6.328 2.198
H -0.331 5.253 3.768
H -0.816 2.824 3.491
N -3.618 -4.149 3.119
C -2.581 -3.587 2.496
C -2.691 -2.509 1.631
C -3.951 -1.988 1.396
C -5.044 -2.557 2.029
C -4.823 -3.630 2.878
H -1.614 -4.031 2.707
H -1.813 -2.093 1.153
H -4.078 -1.147 0.725
H -6.045 -2.178 1.870
H -5.647 -4.106 3.399

---

(4)
DFT (ωB97M-V with the def2-TZVPD basis set) results for a structure of composition C41H52AlCl5N5O4P.

The orbital gap is 7.99 eV. As for the net charge: +2. The value obtained for the LUMO energy is -5.3 eV. The value obtained for the total energy is -137495.556 eV.

Element x y z (Å)
Al -0.137 0.918 1.161
Cl -0.217 -0.866 3.347
C 0.991 0.389 3.656
C 1.304 1.217 2.573
C 2.224 2.211 2.871
Cl 2.724 3.341 1.626
C 2.792 2.376 4.139
Cl 3.931 3.622 4.435
C 2.429 1.520 5.178
Cl 3.096 1.711 6.739
C 1.507 0.503 4.936
Cl 1.024 -0.566 6.187
O -4.822 4.925 -1.397
C -5.294 3.602 -1.226
C -4.125 2.766 -0.785
C -4.285 1.693 0.084
C -3.176 0.987 0.496
N -1.938 1.272 0.066
C -1.794 2.272 -0.820
C -2.848 3.051 -1.248
C -0.398 2.447 -1.289
C -0.077 2.957 -2.526
C 1.253 2.950 -2.942
C 1.625 3.464 -4.305
O 2.929 3.022 -4.605
C 2.206 2.428 -2.082
C 1.806 1.932 -0.858
N 0.531 1.941 -0.460
H -5.539 5.476 -1.731
H -5.682 3.194 -2.166
H -6.092 3.538 -0.483
H -5.266 1.414 0.450
H -3.264 0.175 1.205
H -2.687 3.887 -1.915
H -0.861 3.327 -3.176
H 1.561 4.558 -4.297
H 0.890 3.097 -5.028
H 3.215 3.409 -5.439
H 3.245 2.388 -2.377
H 2.517 1.497 -0.170
C -2.777 2.390 4.670
N -2.131 3.377 3.787
C -2.189 4.712 4.046
C -1.545 5.607 3.274
C -0.793 5.087 2.182
N -0.753 3.784 1.913
C -1.401 2.945 2.711
O -1.364 1.692 2.527
N -0.096 5.894 1.379
H -3.402 2.926 5.378
H -2.023 1.815 5.203
H -3.384 1.713 4.080
H -2.773 5.002 4.909
H -1.588 6.665 3.492
H -0.001 6.872 1.590
H 0.560 5.475 0.738
O 0.138 -0.642 0.295
P 0.344 -2.127 -0.107
C 1.704 -2.842 0.832
C 2.218 -4.199 0.247
C 3.684 -4.121 -0.182
C 4.602 -3.690 0.973
C 3.945 -2.633 1.884
C 2.853 -1.863 1.143
C 0.610 -2.034 -1.887
C 1.865 -1.183 -2.192
C 2.143 -1.114 -3.710
C 0.894 -1.449 -4.521
C 0.436 -2.887 -4.231
C 0.670 -3.295 -2.758
C -1.167 -2.979 0.439
C -1.179 -4.504 0.667
C -1.560 -5.342 -0.550
C -2.833 -4.821 -1.215
C -2.725 -3.339 -1.571
C -2.413 -2.494 -0.334
H 1.215 -3.048 1.790
H 1.605 -4.536 -0.591
H 2.119 -4.967 1.015
H 3.790 -3.429 -1.021
H 3.995 -5.096 -0.559
H 5.531 -3.297 0.559
H 4.876 -4.564 1.567
H 4.696 -1.944 2.271
H 3.490 -3.115 2.755
H 3.268 -1.426 0.233
H 2.481 -1.038 1.748
H -0.278 -1.456 -2.174
H 2.723 -1.630 -1.695
H 1.739 -0.181 -1.782
H 2.931 -1.824 -3.971
H 2.519 -0.123 -3.969
H 1.089 -1.330 -5.587
H 0.097 -0.739 -4.275
H 0.978 -3.580 -4.875
H -0.623 -2.996 -4.476
H 1.655 -3.754 -2.643
H -0.063 -4.041 -2.473
H -1.189 -2.533 1.437
H -1.928 -4.680 1.446
H -0.230 -4.844 1.085
H -1.696 -6.377 -0.233
H -0.739 -5.358 -1.269
H -3.675 -4.953 -0.526
H -3.061 -5.410 -2.105
H -3.660 -2.991 -2.011
H -1.953 -3.191 -2.332
H -3.269 -2.557 0.348
H -2.301 -1.441 -0.608